# C14H14ClIrNO2

A structure of composition C14H14ClIrNO2 (wB97M-V/def2-TZVPD, OMol25).

```
33
Properties=species:S:1:pos:R:3:forces:R:3
C -0.023 1.882 -2.296 0.6 0.5 -2.9
H 1.438 3.457 -1.616 -0.2 -0.4 0.1
C -1.963 -1.445 -0.423 2.2 -1.6 0.0
H 2.862 1.172 3.766 -0.2 0.2 0.1
H -0.866 2.475 -2.660 0.4 -0.3 0.2
Cl -1.714 1.807 0.511 -3.1 1.3 0.5
N 0.760 0.656 1.590 1.0 -1.1 1.6
H -3.884 -1.877 -3.126 0.2 0.1 0.1
C 0.093 0.462 -2.339 0.1 0.3 -1.0
C 1.192 2.404 -1.737 0.3 0.7 -1.3
H 1.265 1.484 4.504 0.3 0.1 -0.1
C 1.784 1.013 3.663 0.2 0.8 0.3
H -0.619 -0.222 -2.775 -0.2 0.0 0.3
C 2.039 1.306 -1.375 1.4 -0.4 -1.8
C 1.433 -0.449 3.546 0.0 -0.5 0.1
Ir 0.267 1.140 -0.252 -1.7 -0.9 4.8
H -1.870 -3.655 -2.905 0.0 0.1 -0.1
C -3.120 -1.876 -2.357 0.5 -0.2 0.2
O 0.484 -1.668 1.642 0.1 0.9 0.1
H -3.704 -0.165 -1.012 0.1 -0.2 -0.1
H 1.691 -0.924 -1.514 0.0 0.2 -0.2
O 1.480 2.820 2.010 -0.3 -1.1 0.0
H 2.323 -1.080 3.619 -0.3 -0.1 0.1
H 3.025 1.376 -0.928 -0.3 0.0 0.0
C -2.050 -2.817 -2.247 -2.0 0.8 -0.9
C -3.048 -0.999 -1.239 -0.5 -1.0 -1.3
C 0.818 -0.623 2.162 0.3 0.5 0.4
C -1.332 -2.540 -1.060 0.0 1.8 2.6
C 1.342 0.081 -1.714 1.3 0.0 -1.5
H 0.713 -0.731 4.319 0.1 -0.3 -0.2
C 1.331 1.657 2.362 0.2 -0.4 0.3
H -1.650 -1.010 0.520 -0.2 -0.2 -0.2
H -0.497 -3.112 -0.640 -0.4 0.4 -0.3
```
Forces are in eV/Å.

## Properties
* 2S+1: 6
* lowest unoccupied orbital energy (spin up / spin down): 0.0192 / -0.0990 Eh
* total charge: 0
* expectation value of S²: 8.78

Atom charges from the Mulliken analysis, given in e for atoms 1 to 6: -0.810 0.411 -0.372 0.275 0.436 -0.518

# C14H14F3NO3

An isolated molecule of C14H14F3NO3 (wB97M-V/def2-TZVPD, OMol25).

```
35
Properties=species:S:1:pos:R:3:forces:R:3
H 4.172 -0.710 1.860 0.2 0.5 -2.5
H 4.642 2.675 0.713 -0.8 0.1 0.3
C 3.748 -1.671 0.013 -3.1 -9.9 -1.4
C -0.429 -0.764 0.753 4.4 5.3 -9.0
H 3.888 -2.850 0.372 -0.6 2.9 0.3
C 4.624 0.727 -1.374 0.6 -0.8 1.6
H 4.200 -2.021 -0.863 1.0 0.5 -2.2
F -4.540 -1.097 0.088 3.7 -8.6 -0.1
H 0.677 1.308 -1.850 -1.8 -1.1 2.2
N 1.873 -0.292 -0.201 -1.5 -3.3 -0.1
C -1.654 -0.408 0.487 -8.3 -5.1 7.7
C 4.863 1.706 1.144 3.5 -0.6 -8.0
H -2.386 -1.044 1.317 1.6 2.0 -2.2
O 2.050 1.763 0.508 0.9 0.2 0.6
H 4.574 1.566 2.074 -1.3 -0.7 4.3
H 5.684 0.456 -1.304 0.1 0.1 -0.7
H 5.593 -1.106 0.671 -2.7 1.7 0.2
C -4.434 0.108 0.101 -4.4 5.5 -0.6
C 4.386 -0.671 0.683 7.6 -8.0 8.7
C 2.285 -1.597 -0.326 3.6 0.3 1.4
H 6.055 1.736 0.966 -2.5 -0.8 0.8
C 4.197 0.434 0.051 -2.4 14.5 0.4
C 2.611 0.730 0.234 2.2 2.3 -1.0
C -0.119 0.812 -1.067 5.5 -1.6 -3.3
C -1.406 0.920 -1.434 1.8 -4.6 8.4
H -0.002 -1.238 1.404 3.1 -5.9 7.8
H -1.826 1.607 -1.943 -2.4 4.5 -4.3
C -2.261 0.353 -0.340 0.6 5.0 -10.0
O -3.593 0.755 -0.921 -0.1 -3.8 7.6
F -5.696 0.331 -0.299 -1.6 3.7 -0.7
F -4.480 0.409 1.514 1.7 1.0 -2.6
C 0.519 -0.263 -0.158 -6.9 5.5 -1.5
H 4.534 1.814 -1.565 -0.4 -1.0 -0.4
O 1.609 -2.544 -0.552 -1.2 -0.7 -0.7
H 4.092 -0.037 -1.943 0.1 0.8 -1.0
```
Forces are in eV/Å.

## Properties
* lowest unoccupied orbital energy: 0.0162 Eh
* total charge: 0
* ΔE to the lowest compared entry with this formula, charge and spin: 1131.00 kJ/mol
* SMILES: CC1(C)CCC(=O)N(c2ccc(OC(F)(F)F)cc2)C1=O

Atom charges from the Mulliken analysis, given in e for atoms 1 to 6: 0.113 0.392 -0.873 -1.694 0.320 -1.632

# C14H14FN3OS

An isolated molecule of C14H14FN3OS (wB97M-V/def2-TZVPD, OMol25).

```
34
Properties=species:S:1:pos:R:3:forces:R:3
H 3.580 -1.432 0.452 0.1 -0.1 0.1
C -3.242 -0.336 0.629 -0.5 0.4 -0.1
H 4.674 -0.478 2.336 0.0 0.0 0.0
H 0.883 -2.011 -2.031 0.1 0.0 0.0
H 6.252 0.340 2.224 -0.1 -0.1 0.0
C -1.111 -1.012 -0.138 0.0 0.1 0.0
F -6.075 0.176 -1.571 0.1 0.0 0.2
C 2.305 1.536 -1.531 0.3 0.2 0.2
C -4.912 1.000 1.747 0.0 0.0 -0.1
H -1.735 0.396 -1.415 0.0 0.0 0.0
H -3.769 -0.959 -1.373 0.0 -0.1 -0.1
O 4.941 0.929 0.832 -0.2 0.2 -0.3
H 5.832 -0.935 1.053 0.0 0.0 0.0
C -5.732 0.950 0.629 -0.1 -0.1 -0.2
H -6.693 1.438 0.606 -0.1 0.0 0.0
C -3.690 0.363 1.755 0.1 0.0 -0.1
H 1.882 2.338 -2.120 0.1 0.1 0.0
C 2.168 -0.666 -0.951 0.2 0.2 -0.1
C 5.441 -0.106 1.651 0.1 -0.2 0.2
H 2.073 -2.811 -0.968 0.0 0.0 -0.1
H -0.093 -0.042 -1.646 -0.1 0.0 0.0
N -1.014 -0.301 -1.287 -0.3 0.1 -0.3
H -3.053 0.396 2.625 0.1 0.0 0.1
C -4.064 -0.396 -0.501 0.0 0.0 0.0
N -2.050 -1.012 0.716 0.5 -0.7 0.4
C -5.288 0.241 -0.470 -0.1 0.2 0.1
C 3.890 0.672 0.033 -0.3 0.0 -0.2
C 1.418 -1.950 -1.086 -0.6 0.0 0.5
H 3.872 2.709 -0.643 0.0 0.1 0.0
H -5.240 1.543 2.621 0.0 0.0 0.1
C 3.259 -0.562 -0.098 0.2 0.1 0.1
C 3.398 1.746 -0.721 0.1 -0.1 0.1
N 1.695 0.364 -1.646 -0.1 -0.4 -0.3
S 0.198 -2.127 0.286 0.3 -0.2 -0.2
```
Forces are in eV/Å.

## Properties
* lowest unoccupied orbital energy: 0.0183 Eh
* total charge: 0
* SMILES: COc1ccnc(CS/C(N)=N/c2cccc(F)c2)c1

Atom charges from the Mulliken analysis, given in e for atoms 1 to 6: 0.426 0.015 0.344 0.476 0.228 0.407

# C14H14I2N2O9Y

A structure of composition C14H14I2N2O9Y (wB97M-V/def2-TZVPD, OMol25).

```
42
Properties=species:S:1:pos:R:3:forces:R:3
H 3.630 1.897 -1.765 0.0 0.0 0.0
H 0.818 1.900 1.841 0.0 0.0 0.0
C 2.814 1.230 -2.008 0.1 0.0 0.0
C -1.237 2.284 1.445 0.1 -0.3 0.0
C 1.109 -2.006 1.819 -0.1 -0.2 0.0
H 1.502 -0.481 3.262 0.0 0.0 0.0
N -0.186 0.074 2.092 -0.3 -0.1 0.1
H 1.946 -1.073 -4.300 0.0 0.0 0.0
O 5.200 1.000 -3.429 -0.3 0.2 -0.1
H 0.504 -2.601 2.507 0.0 0.0 0.0
O -1.124 -1.748 -1.853 0.4 0.2 -0.9
H 0.269 -2.960 0.291 -0.1 -0.2 -0.1
O -2.077 -2.726 3.226 0.0 0.0 0.1
C -0.134 1.538 2.236 -0.1 0.2 0.1
H -5.592 1.872 -0.977 0.0 0.1 0.0
Y -1.209 -0.414 -0.165 0.1 -0.3 0.2
O -1.655 1.651 0.393 0.0 0.3 0.1
C 1.656 1.180 -1.260 0.0 0.0 0.0
H 1.496 1.846 -0.418 0.0 0.0 0.0
O -2.285 -1.648 1.268 0.0 -0.2 0.2
N 0.664 0.325 -1.520 -0.3 -0.4 -0.2
O 0.549 -2.067 0.499 0.1 0.5 0.2
I -3.747 0.283 -1.950 0.0 -0.3 -0.3
H 2.126 -2.404 1.814 0.0 0.0 0.0
I -4.933 0.840 1.374 -0.1 0.0 -0.1
C -1.903 -1.769 2.496 0.1 0.2 -0.2
C -1.172 -0.523 3.033 0.1 -0.1 0.1
O 4.202 -0.325 -4.969 -0.2 0.3 0.1
H 1.831 -0.012 1.581 0.0 0.0 0.0
C 2.951 0.391 -3.107 -0.4 0.1 0.0
O -1.591 3.381 1.819 0.0 0.0 0.0
C -0.412 -1.414 -2.911 0.1 0.2 0.6
C -4.622 1.607 -0.577 -0.2 0.3 0.2
C 1.883 -0.448 -3.421 0.1 0.1 0.0
O -0.629 -1.758 -4.047 0.0 -0.1 -0.1
H -0.700 -0.806 3.980 0.1 0.2 0.0
H -1.944 0.224 3.233 0.0 0.0 0.0
H -0.205 1.855 3.281 0.1 -0.1 0.0
H -3.943 2.448 -0.496 0.0 0.0 0.1
C 0.773 -0.476 -2.602 -0.1 -0.1 -0.1
C 4.244 0.383 -3.943 0.7 -0.6 0.0
C 1.137 -0.553 2.228 0.0 0.2 0.0
```
Forces are in eV/Å.

## Properties
* lowest unoccupied orbital energy: 0.0551 Eh
* total charge: -1
* ΔE to the lowest compared entry with this formula, charge and spin: 0.00 kJ/mol

Atom charges from the Mulliken analysis, given in e for atoms 1 to 6: 0.470 0.430 -0.988 0.402 -0.667 0.367

# C14H14IIrN2O9P2Te4

A structure of composition C14H14IIrN2O9P2Te4 (wB97M-V/def2-TZVPD, OMol25).

```
47
Properties=species:S:1:pos:R:3:forces:R:3
Te -2.270 2.319 2.470 0.4 -0.4 0.1
H 2.494 -0.643 3.579 0.0 0.0 0.0
C 2.951 -2.834 -0.096 0.0 0.0 -0.1
O -3.119 -3.071 2.160 -0.1 -0.1 -0.1
P -1.732 -2.269 2.173 -0.2 0.2 0.0
C 2.197 -1.787 1.803 0.0 -0.1 0.0
O -3.294 -1.530 -0.846 0.0 0.1 0.0
O 0.701 -0.008 1.698 -0.4 -0.5 0.0
C 2.652 -2.004 -2.418 0.0 0.0 0.0
C -0.875 4.848 -2.187 0.0 0.0 0.0
Te -3.891 0.078 2.122 -0.1 0.2 0.0
C 0.543 2.977 -2.766 0.0 0.0 0.1
O 1.467 -2.108 -3.188 -0.1 0.1 0.0
H -1.774 4.861 -0.231 0.0 0.0 0.0
H -3.405 -2.111 -1.607 0.0 0.0 0.0
Ir -0.405 1.589 0.778 0.4 1.3 0.5
H 3.223 -1.134 -2.774 0.0 0.0 0.0
C 1.320 0.274 -1.235 0.2 0.0 0.1
H -3.009 -3.973 2.476 0.0 0.0 0.0
I 1.198 3.228 2.106 -0.1 -0.1 -0.1
C 1.458 -0.810 1.030 0.1 0.3 0.0
H 0.676 -2.036 -2.620 0.0 0.0 0.0
H 1.557 0.200 -2.294 0.1 0.1 0.0
Te -4.015 4.024 1.415 0.0 -0.1 -0.1
H 3.494 -3.682 -0.497 0.0 0.0 0.0
N 0.749 1.340 -0.815 -0.1 -0.1 -0.4
C -1.150 4.311 -0.924 0.0 -0.1 0.0
P -1.730 -1.204 -0.647 0.1 -0.2 -0.3
O -0.691 -2.893 2.975 0.0 -0.1 0.0
N 2.884 -2.752 1.254 0.0 0.0 0.0
O -0.944 -1.696 -1.792 0.0 0.0 0.0
O -1.390 -2.142 0.638 0.3 0.2 -0.1
C 0.252 2.479 -1.518 0.2 0.1 0.1
H 0.128 4.637 -4.066 0.0 0.0 0.0
C 2.189 -1.652 3.293 0.0 0.0 0.0
H 1.185 -1.812 3.686 0.0 0.0 0.0
H 1.213 2.474 -3.452 0.0 0.0 0.0
H 3.275 -2.883 -2.608 0.0 0.0 0.0
C -0.060 4.193 -3.097 0.0 0.0 0.0
O -1.697 0.250 -0.255 -0.2 0.0 0.4
Te -5.255 -0.015 4.277 -0.1 0.0 0.1
C 1.705 -0.805 -0.371 0.0 -0.1 0.1
O -2.198 -0.840 2.642 0.2 -0.2 0.0
H -1.308 5.802 -2.463 0.0 0.0 0.0
C 2.433 -1.891 -0.934 0.0 0.0 0.0
H 2.871 -2.386 3.716 0.0 0.0 0.0
C -0.601 3.090 -0.587 -0.5 -0.5 -0.3
```
Forces are in eV/Å.

## Properties
* 2S+1: 2
* lowest unoccupied orbital energy (spin up / spin down): 0.0250 / -0.0207 Eh
* total charge: -1
* ΔE to the lowest compared entry with this formula, charge and spin: 110.56 kJ/mol
* expectation value of S²: 0.76

Atom charges from the Mulliken analysis, given in e for atoms 1 to 6: -0.009 0.287 -0.879 -0.460 0.474 0.788

# C14H14MnN2O3S

A structure of composition C14H14MnN2O3S (wB97M-V/def2-TZVPD, OMol25).

```
35
Properties=species:S:1:pos:R:3:forces:R:3
C -1.184 -2.184 -3.411 -0.6 -1.5 2.6
N 1.590 -1.254 -1.492 -0.7 1.5 -3.0
H -0.297 3.128 4.871 0.5 -0.2 -0.2
C -0.720 0.722 1.056 0.0 0.3 -0.6
C -0.333 1.964 3.057 -0.3 1.1 1.5
C 2.341 1.513 3.334 -0.3 0.1 0.0
S -2.060 2.140 2.709 0.7 -1.2 -2.1
C 0.304 2.534 4.172 -0.6 -0.5 -1.0
C 1.643 0.985 2.249 0.2 -0.4 -0.6
C -1.910 -2.244 -1.171 0.4 -1.4 -2.0
H -0.366 -3.748 -0.499 0.2 0.2 0.1
H 2.189 2.697 5.124 0.3 0.1 0.2
C 0.271 1.203 2.089 0.9 0.0 0.8
C -2.186 -1.683 -2.470 1.4 -1.7 0.2
H 2.467 -0.169 -3.125 -0.3 0.1 0.0
O -0.281 0.023 0.047 -0.8 0.6 0.6
H 0.508 -3.656 -3.100 0.1 0.1 0.2
H 1.740 1.075 -2.089 -0.2 -0.9 0.5
C 1.583 0.071 -2.528 1.9 0.3 0.2
H -1.185 -2.042 -4.456 0.1 0.2 -0.8
H -0.306 1.003 -3.452 0.6 -0.7 0.5
C -0.756 -3.114 -1.278 -1.3 0.8 -1.3
H -2.560 -2.156 -0.325 0.2 0.4 0.4
N -1.933 1.155 1.321 -0.4 -0.1 -0.3
O -2.872 1.508 3.704 0.0 -0.1 0.1
C 0.314 0.078 -3.411 0.6 0.2 -0.5
H 2.190 -1.381 -0.691 -0.1 0.7 0.1
C 1.661 2.285 4.284 0.0 0.1 0.1
Mn -0.116 -1.115 -1.958 -0.4 0.3 3.2
H 3.418 1.350 3.468 -0.5 0.0 -0.2
H 0.437 -0.328 -4.437 0.1 0.2 0.9
H 2.156 0.390 1.498 0.0 0.0 0.1
C -0.303 -3.101 -2.660 -1.9 1.1 0.0
O -2.383 3.490 2.330 0.2 -0.3 0.1
H -3.063 -1.141 -2.757 0.0 0.6 0.1
```
Forces are in eV/Å.

## Properties
* 2S+1: 4
* lowest unoccupied orbital energy (spin up / spin down): -0.0676 / -0.0243 Eh
* total charge: 0
* ΔE to the lowest compared entry with this formula, charge and spin: 17.40 kJ/mol
* expectation value of S²: 3.93

Atom charges from the Mulliken analysis, given in e for atoms 1 to 6: -0.711 -0.314 0.392 -0.006 0.215 -0.703